1.
DFT (the ωB97M-V functional and the def2-TZVPD basis) results for C5H11N3 in the gas phase at a distorted geometry.

Properties
- SMILES: C/N=C(C)\C=C/NN
- Largest force on an atom: 5.1 eV Å⁻¹
- Charge: 0
- Energy above the lowest of the compared OMol25 structures with the same formula, charge and spin: 3.5311 eV
- HOMO level: -8.27 eV

Cartesian coordinates (Å):
C: 1.55405 2.00983 -0.70455
N: 0.97905 0.88604 -1.44875
C: 0.65817 -0.18856 -0.77227
C: -0.20180 -1.21508 -1.57401
C: 0.82614 -0.57129 0.64672
C: -0.15398 -0.82225 1.58313
N: -1.46669 -0.65210 1.55125
N: -1.93464 0.29712 0.69776
H: 2.58081 2.30649 -1.31829
H: 1.90580 1.87387 0.30832
H: 0.87346 2.92285 -0.67320
H: 0.52414 -1.88872 -2.10253
H: -0.83434 -1.78135 -0.81601
H: -0.82047 -0.69306 -2.34662
H: 1.85495 -0.56786 1.14723
H: 0.04741 -1.30858 2.57434
H: -1.87752 -0.61163 2.41110
H: -1.18120 0.99543 0.37041
H: -2.21258 -0.24070 -0.23064

Table of Löwdin atomic charges, one value per atom, all in e:
1. C -0.1743
2. N -0.0086
3. C -0.3980
4. C -0.0645
5. C -0.0851
6. C -0.1838
7. N -0.1279
8. N -0.0060
9. H 0.1190
10. H 0.0357
11. H 0.0809
12. H 0.0841
13. H 0.0753
14. H 0.0793
15. H 0.1198
16. H 0.1326
17. H 0.0903
18. H 0.1119
19. H 0.1194

2.
DFT (the ωB97M-V functional and the def2-TZVPD basis) results for a molecular structure, C5H11N3.

Properties
- Largest force on an atom: 0.6 eV Å⁻¹
- Charge: 0
- Energy above the lowest of the compared OMol25 structures with the same formula, charge and spin: 3.8368 eV
- HOMO level: -7.42 eV

Cartesian coordinates (Å):
C: -0.18167 2.03437 -1.30472
C: -0.80534 -2.08805 0.22296
N: 0.75507 1.25968 -0.51067
C: 0.60828 -0.11262 -0.51915
N: 1.75612 -0.80381 -0.37107
C: -0.14977 0.73643 1.08952
C: -0.65272 -0.70397 -0.31964
N: 0.48555 0.32148 2.08589
H: 2.55262 -0.24144 -0.11032
H: 1.72328 -1.73284 0.01723
H: 0.24973 0.75189 2.97106
H: -1.01518 1.37633 0.96218
H: -1.50823 -0.22203 -0.76718
H: 0.08369 3.08829 -1.21915
H: -0.12437 1.75068 -2.36231
H: -1.24012 1.93601 -1.00756
H: -1.85655 -2.36284 0.30922
H: -0.31910 -2.85262 -0.39440
H: -0.36130 -2.13494 1.22813

Table of Löwdin atomic charges, one value per atom, all in e:
1. C -0.1466
2. C -0.0983
3. N -0.0479
4. C -0.5157
5. N 0.1852
6. C -0.1968
7. C -0.1518
8. N 0.0566
9. H 0.1119
10. H 0.0961
11. H 0.0495
12. H 0.1127
13. H 0.1021
14. H 0.0741
15. H 0.0849
16. H 0.0626
17. H 0.0729
18. H 0.0756
19. H 0.0729

In the order shown, the computed lowest unoccupied orbital energy values come out to 0.877 1.092 eV.